Entry 1:
DFT (ωB97M-V with the def2-TZVPD basis set) results for the ion C4H6NO2S with charge -1 at a distorted geometry.

Positions of all 14 atoms, in Å:
C1 0.03333 -0.12812 -2.31494
C2 -0.25172 0.23288 -0.84607
C3 0.63689 -0.18420 0.02786
O1 1.63445 -0.91351 -0.26163
C4 0.63065 0.55068 1.44828
S1 -0.01568 -0.57171 2.77086
N1 -1.46975 -0.40839 2.16976
O2 -2.44282 -1.11262 2.57546
H1 -0.15323 0.71116 -3.06499
H2 -0.56758 -0.98012 -2.70025
H3 1.10513 -0.35179 -2.34226
H4 -0.96952 1.03044 -0.67451
H5 1.75727 0.68101 1.77661
H6 0.07257 1.44429 1.43580

Cartesian forces (eV/Å) of the 3 atoms listed first:
-0.6 0.7 -0.3
-2.1 1.3 -3.2
2.5 0.6 2.1

Computed properties:
energy: -759.3439 Eh
Kohn-Sham gap: 6.00 eV
structure (SMILES): C/C=C(\[O-])CSN=O
ΔE to the lowest compared entry with this formula, charge and spin: 419.3 kJ/mol
HOMO: -2.700 eV
molecular weight: 132.16 g mol⁻¹
total charge: -1


Entry 2:
DFT (ωB97M-V with the def2-TZVPD basis set) results for an isolated molecule of C4H6NO6 at a distorted geometry.

Positions of all 17 atoms, in Å:
H1 1.12950 0.02932 -2.16967
C1 1.67489 -0.15652 -1.22412
O1 2.89661 -0.23654 -1.15801
C2 0.74200 -0.19581 -0.02491
C3 1.29039 0.18480 1.35020
C4 -0.66213 0.34112 -0.19913
O2 -1.57440 -0.11396 0.76214
N1 -2.92126 0.38920 0.19713
O3 -3.89903 0.08981 0.85022
O4 -2.81753 1.03762 -0.81993
O5 0.77181 -1.65175 -0.01142
O6 0.69592 -2.04837 -1.31363
H2 1.33267 1.27403 1.40464
H3 0.59815 -0.19822 2.11957
H4 2.29811 -0.24548 1.53199
H5 -0.57907 1.42435 -0.10782
H6 -0.97661 0.07641 -1.18724

Cartesian forces (eV/Å) of the 3 atoms listed first:
0.5 0.0 0.0
2.3 2.7 -1.2
-2.5 0.0 0.2

Computed properties:
energy: -661.8782 Eh
Kohn-Sham gap (alpha / beta): 9.89 / 8.52 eV
ΔE to the lowest compared entry with this formula, charge and spin: 418.7 kJ/mol
HOMO (alpha / beta): -10.353 / -10.331 eV
2S+1: 2
⟨S²⟩: 0.75
molecular weight: 164.09 g mol⁻¹


Entry 3:
DFT (ωB97M-V with the def2-TZVPD basis set) results for an isolated molecule of C4H6NOP at a distorted geometry.

Positions of all 13 atoms, in Å:
C1 1.70414 0.29201 -1.30944
C2 0.74398 -0.59039 -1.65410
N1 -0.59427 -0.24431 -1.54996
C3 -1.40211 0.05035 -0.61785
C4 -1.23521 0.00254 0.78457
P1 0.25770 0.06880 1.57354
O1 -0.21031 -0.26578 3.09618
H1 2.71754 0.42500 -1.58082
H2 1.48343 1.05026 -0.67588
H3 1.02000 -1.46118 -2.31902
H4 -2.47940 0.40859 -0.87467
H5 -2.03649 -0.21100 1.49908
H6 0.03101 0.47510 3.62836

Cartesian forces (eV/Å) of the 3 atoms listed first:
-0.4 -1.9 -0.6
1.1 0.3 -0.7
-0.6 -0.4 -0.7

Computed properties:
energy: -627.2724 Eh
Kohn-Sham gap: 8.03 eV
structure (SMILES): C=C/N=C\C=P\O
ΔE to the lowest compared entry with this formula, charge and spin: 151.8 kJ/mol
HOMO: -8.420 eV
molecular weight: 115.07 g mol⁻¹